(1)
DFT (wB97M-V/def2-TZVPD) results for a molecular structure, C29H53BO2P2Pt.

For the total energy, the calculation gives -2113.4937 a.u. The HOMO-LUMO gap (alpha / beta) comes out at 0.2342 / 0.2080 Ha. The multiplicity is 5. The LUMO energy (alpha / beta) comes out at -4.63 / -7.85 eV. As for the expectation value of S²: 6.01. Its energy above the lowest of the compared OMol25 structures with the same formula, charge and spin is 63.1 kJ/mol. The charge is +2.

Last column: Mulliken charge in e.
Atoms and positions in Å:
Pt  0.14  0.81  -0.95  -2.078
C  1.48  0.61  3.37  -0.054
C  0.25  1.06  3.93  0.500
C  -0.18  -0.84  2.70  1.562
C  1.20  -0.49  2.53  1.013
C  -0.77  0.17  3.51  -0.258
C  2.82  1.14  3.70  -1.380
H  2.78  2.22  3.92  0.384
H  3.52  0.99  2.87  0.295
H  3.27  0.65  4.58  0.381
C  2.22  -1.24  1.76  -0.741
H  2.95  -0.55  1.31  0.146
H  1.75  -1.79  0.94  -0.303
H  2.77  -1.95  2.41  0.542
C  -0.84  -2.09  2.31  -0.198
H  -1.03  -2.72  3.19  0.543
H  -0.24  -2.67  1.61  -0.684
H  -1.81  -1.91  1.84  -0.046
C  -2.16  0.17  4.01  -1.444
H  -2.22  -0.30  5.00  0.376
H  -2.83  -0.39  3.35  0.371
H  -2.55  1.19  4.10  0.473
C  0.09  2.18  4.88  -1.778
H  0.27  1.86  5.92  0.339
H  -0.94  2.57  4.83  0.401
H  0.79  2.98  4.64  0.418
C  0.48  1.93  -2.56  -0.363
C  1.58  2.71  -1.79  -1.049
C  1.04  4.04  -1.23  -0.818
C  -0.27  3.86  -0.45  -0.978
C  -0.91  2.43  -0.35  0.177
C  -2.22  2.24  -1.14  -0.573
C  -2.08  2.69  -2.61  -0.991
C  -0.66  2.70  -3.22  -1.195
H  0.89  4.74  -2.08  0.426
H  -1.02  4.59  -0.78  0.369
H  1.78  4.54  -0.59  0.335
H  -0.35  3.74  -3.38  0.284
H  1.01  1.33  -3.32  0.817
H  2.45  2.92  -2.43  0.808
H  -0.72  2.25  -4.22  0.413
H  -2.75  2.10  -3.25  0.246
H  -3.03  2.84  -0.67  0.806
H  -2.47  3.71  -2.69  0.511
H  -0.06  4.16  0.59  0.376
H  -1.04  2.22  0.72  0.483
P  2.43  1.59  -0.56  1.286
C  3.67  0.64  -1.48  -1.154
C  3.22  2.72  0.61  -1.731
P  -3.00  0.55  -1.03  0.936
C  -1.58  -0.13  -1.94  -0.835
C  -3.20  0.32  0.76  -0.733
C  -4.31  -0.36  -1.84  -1.207
H  3.37  -0.42  -1.44  0.136
H  4.66  0.76  -1.02  0.456
H  3.71  0.96  -2.53  0.412
H  2.54  2.97  1.44  0.311
H  3.55  3.64  0.11  0.542
H  4.10  2.22  1.03  0.476
H  -4.34  -0.15  -2.91  0.401
H  -5.28  -0.15  -1.39  0.461
H  -4.13  -1.44  -1.72  0.328
H  -1.85  -1.17  -2.10  -0.264
H  -1.40  0.33  -2.92  0.928
H  -3.20  -0.75  1.04  0.263
H  -4.17  0.73  1.09  0.515
H  -2.42  0.83  1.34  -0.186
C  -1.15  -3.37  -2.78  -2.121
C  -0.57  -3.42  -1.36  1.403
C  -1.17  -4.61  -0.65  -1.875
O  -0.92  -2.24  -0.63  -0.214
B  0.07  -1.26  -0.93  2.112
O  1.24  -1.90  -1.33  -0.159
C  1.00  -3.32  -1.39  1.564
C  1.65  -4.00  -0.20  -1.961
C  1.71  -3.78  -2.64  -1.763
H  -0.69  -2.59  -3.41  0.297
H  -2.23  -3.23  -2.75  0.428
H  -0.96  -4.34  -3.26  0.486
H  -2.26  -4.56  -0.69  0.466
H  -0.85  -5.52  -1.17  0.403
H  -0.87  -4.67  0.40  0.305
H  1.63  -5.09  -0.37  0.439
H  2.71  -3.70  -0.13  0.442
H  1.17  -3.80  0.76  0.379
H  1.42  -3.18  -3.51  0.328
H  2.79  -3.65  -2.47  0.437
H  1.51  -4.84  -2.82  0.394


(2)
DFT (wB97M-V/def2-TZVPD) results for a molecular structure, C29H53N4P3RuS2.

For the total energy, the calculation gives -3271.0519 a.u. The HOMO-LUMO gap (alpha / beta) comes out at 0.2415 / 0.2308 Ha. The multiplicity is 2. The LUMO energy (alpha / beta) comes out at -3.27 / -3.27 eV. As for the expectation value of S²: 0.76. Its energy above the lowest of the compared OMol25 structures with the same formula, charge and spin is 32.4 kJ/mol. The charge is +1.

Last column: Mulliken charge in e.
Atoms and positions in Å:
Ru  -0.20  -0.04  0.20  0.570
C  0.78  -0.79  3.97  -1.582
P  0.18  0.48  2.79  0.995
C  -0.82  1.53  3.91  -1.513
C  1.68  1.54  2.63  -0.861
C  2.79  0.94  1.77  -1.487
P  2.16  -0.15  0.41  1.624
C  3.29  0.33  -0.95  -1.630
C  2.90  -1.77  0.86  -1.548
H  1.09  -0.31  4.90  0.470
H  1.63  -1.33  3.55  0.372
H  -0.01  -1.51  4.18  0.388
H  -0.17  1.96  4.68  0.572
H  -1.58  0.91  4.39  0.404
H  -1.32  2.33  3.37  0.294
H  2.05  1.76  3.64  0.692
H  1.34  2.49  2.20  0.441
H  3.47  0.35  2.38  0.381
H  3.37  1.74  1.31  0.536
H  4.32  0.25  -0.61  0.470
H  3.08  1.35  -1.27  0.421
H  3.13  -0.33  -1.80  0.398
H  3.93  -1.63  1.18  0.590
H  2.88  -2.43  -0.01  0.409
H  2.33  -2.25  1.66  0.258
S  0.27  0.35  -2.42  -0.430
C  0.26  1.94  -1.75  0.690
C  0.41  3.11  -2.51  -0.967
C  0.26  4.33  -1.90  -0.482
C  -0.04  4.37  -0.53  -1.198
C  -0.14  3.19  0.16  -0.520
N  0.03  1.99  -0.43  0.961
H  0.63  3.01  -3.56  0.545
H  0.36  5.24  -2.47  0.424
H  -0.20  5.31  -0.02  0.486
H  -0.38  3.17  1.21  0.364
C  -3.22  -2.21  -1.80  -1.733
C  -4.23  -1.75  -0.73  2.566
C  -4.12  -2.74  0.44  -1.868
C  -5.66  -1.78  -1.26  -2.110
P  -3.67  -0.03  -0.11  -1.233
N  -2.10  0.01  0.03  0.893
C  -4.28  1.27  -1.37  2.602
C  -3.52  2.58  -1.14  -2.173
C  -5.78  1.53  -1.33  -2.049
C  -3.85  0.76  -2.76  -1.746
C  -4.38  0.32  1.62  2.081
C  -5.86  0.02  1.76  -1.799
C  -4.12  1.81  1.91  -1.577
C  -3.57  -0.48  2.65  -2.034
H  -3.24  -3.30  -1.87  0.491
H  -2.21  -1.91  -1.52  0.247
H  -3.45  -1.82  -2.79  0.316
H  -4.35  -3.74  0.06  0.740
H  -4.84  -2.54  1.23  0.249
H  -3.11  -2.76  0.84  0.068
H  -5.93  -2.81  -1.49  0.555
H  -5.78  -1.20  -2.17  0.330
H  -6.38  -1.41  -0.52  0.322
H  -3.92  3.16  -0.31  0.271
H  -3.58  3.19  -2.04  0.570
H  -2.47  2.36  -0.94  0.540
H  -6.07  2.06  -0.42  0.324
H  -6.38  0.62  -1.41  0.294
H  -6.05  2.18  -2.17  0.527
H  -2.80  0.47  -2.76  0.226
H  -3.98  1.57  -3.48  0.627
H  -4.46  -0.07  -3.10  0.286
H  -6.46  0.54  1.01  0.306
H  -6.20  0.34  2.75  0.519
H  -6.08  -1.05  1.68  0.295
H  -4.81  2.46  1.37  0.261
H  -3.09  2.07  1.66  0.003
H  -4.28  1.99  2.98  0.633
H  -3.80  -1.54  2.64  0.153
H  -3.80  -0.10  3.65  0.704
H  -2.50  -0.35  2.47  -0.102
N  -1.05  -7.14  0.76  -0.351
C  -0.26  -6.42  -0.07  0.245
S  0.77  -7.23  -1.12  -0.317
C  -0.26  -4.97  0.05  0.620
C  -0.83  -4.30  1.14  -0.522
C  -0.77  -2.93  1.22  -1.862
N  -0.23  -2.16  0.27  1.749
C  0.29  -2.79  -0.80  -1.008
C  0.31  -4.15  -0.93  -1.015
H  -1.11  -8.12  0.54  0.258
H  -1.91  -6.72  1.09  0.199
H  -1.27  -4.86  1.96  0.516
H  -1.16  -2.40  2.08  0.556
H  0.70  -2.15  -1.57  0.349
H  0.76  -4.61  -1.80  0.472


(3)
DFT (wB97M-V/def2-TZVPD) results for 8 unconnected molecules or ions with the total composition C29H53N9O.

For the total energy, the calculation gives -1704.8041 a.u. The HOMO-LUMO gap comes out at 0.3822 Ha. The multiplicity is 1. The LUMO energy comes out at 0.40 eV. Its energy above the lowest of the compared OMol25 structures with the same formula, charge and spin is 0.0 kJ/mol. Its SMILES is NC(N)=O.CCCC#N.CCCC#N.CCCC#N.CCCC#N.CCCC#N.CCCC#N.CCCC#N. The charge is 0.

Last column: Mulliken charge in e.
Atoms and positions in Å:
C  -1.01  2.38  4.14  0.766
O  -0.77  3.13  3.18  -0.638
N  -0.02  1.63  4.71  -0.344
N  -2.22  2.39  4.75  -0.440
H  0.82  1.54  4.18  0.104
H  -0.28  1.03  5.47  0.144
H  -2.45  1.78  5.50  0.154
H  -2.92  2.97  4.32  0.239
C  1.05  1.05  -0.45  -0.527
C  0.35  0.99  0.91  -0.468
C  -0.54  -0.26  1.09  0.562
C  0.38  -1.42  1.08  -0.164
N  1.09  -2.32  1.09  -0.587
H  1.80  0.26  -0.47  -0.007
H  1.60  1.99  -0.48  0.466
H  0.41  1.04  -1.33  -0.147
H  -0.22  1.90  1.11  0.367
H  1.11  1.03  1.70  0.258
H  -1.27  -0.31  0.29  -0.254
H  -1.00  -0.40  2.07  0.427
C  2.46  -1.82  -3.00  -0.306
C  3.78  -1.56  -3.67  -0.540
C  4.99  -1.38  -2.69  -0.631
C  4.64  -0.34  -1.73  0.344
N  4.40  0.53  -1.02  -0.397
H  2.50  -2.76  -2.43  0.347
H  1.60  -1.85  -3.66  0.239
H  2.21  -1.05  -2.26  -0.210
H  3.79  -0.69  -4.33  0.268
H  4.01  -2.45  -4.27  0.352
H  5.91  -1.18  -3.23  0.335
H  5.24  -2.32  -2.20  0.294
C  3.13  4.99  1.82  -1.347
C  2.77  4.01  2.96  0.006
C  3.87  3.07  3.47  -0.421
C  3.37  1.80  4.01  0.252
N  2.97  0.81  4.43  -0.494
H  3.18  4.48  0.86  0.320
H  4.02  5.54  2.11  0.361
H  2.29  5.69  1.73  0.352
H  1.83  3.53  2.69  0.059
H  2.48  4.59  3.84  0.293
H  4.48  3.62  4.18  0.401
H  4.48  2.74  2.62  0.274
C  -4.39  1.51  1.62  -1.165
C  -3.79  2.68  0.82  -0.528
C  -3.13  2.30  -0.49  0.862
C  -4.04  1.85  -1.55  -0.076
N  -4.73  1.48  -2.39  -0.590
H  -4.84  2.00  2.49  0.359
H  -3.75  0.74  2.04  0.230
H  -5.21  1.03  1.09  0.386
H  -3.00  3.11  1.45  0.228
H  -4.58  3.42  0.75  0.395
H  -2.44  1.45  -0.42  -0.575
H  -2.60  3.17  -0.91  0.422
C  -1.40  -7.42  2.94  -1.228
C  -1.26  -6.28  1.94  -0.408
C  0.04  -5.49  1.97  0.032
C  0.46  -4.84  3.20  0.233
N  0.72  -4.22  4.13  -0.465
H  -0.50  -8.02  3.04  0.305
H  -2.14  -8.12  2.55  0.373
H  -1.74  -7.08  3.92  0.329
H  -2.10  -5.58  2.09  0.235
H  -1.47  -6.58  0.91  0.365
H  -0.12  -4.68  1.25  -0.078
H  0.83  -6.10  1.52  0.300
C  -0.96  2.08  -3.66  -0.411
C  -0.15  2.66  -4.80  -0.761
C  1.31  3.02  -4.38  -0.161
C  1.31  4.33  -3.75  0.196
N  1.29  5.35  -3.22  -0.480
H  -0.76  1.02  -3.47  -0.071
H  -2.02  2.20  -3.84  0.407
H  -0.79  2.59  -2.71  0.162
H  -0.54  3.62  -5.11  0.387
H  -0.13  1.98  -5.65  0.383
H  2.07  3.09  -5.17  0.349
H  1.77  2.30  -3.70  0.005
C  -1.40  -1.80  -2.76  -0.778
C  -1.91  -3.24  -2.83  -0.830
C  -3.23  -3.44  -2.09  -0.481
C  -3.18  -3.02  -0.71  0.345
N  -3.12  -2.63  0.37  -0.484
H  -1.02  -1.47  -1.80  0.124
H  -2.23  -1.11  -2.97  0.404
H  -0.71  -1.58  -3.57  0.363
H  -1.15  -3.92  -2.45  0.308
H  -2.00  -3.47  -3.89  0.369
H  -3.55  -4.47  -2.22  0.353
H  -3.99  -2.86  -2.63  0.297


Number 1: maximum force 5.0 eV Å⁻¹. Number 2: maximum force 2.6 eV Å⁻¹. Number 3: maximum force 2.0 eV Å⁻¹.